# 1
The following is a DFT calculation (ωB97M-V/def2-TZVPD) of a structure of composition C45H42BrO2P2Tl.

XYZ file:
```
93
Properties=species:S:1:pos:R:3:forces:R:3
Tl 10.17782 14.51329 14.54329 0.7 -0.4 -0.3
C 9.67703 18.89661 11.90353 0.1 0.3 -1.1
C 8.15187 18.73790 11.69975 0.2 -0.4 1.2
C 7.68301 19.93547 10.82918 -1.1 -0.7 -0.3
C 7.34328 18.59205 13.05894 1.8 1.3 -2.1
C 7.98716 18.52507 14.30616 0.9 -0.2 0.3
C 7.31624 18.24135 15.46650 -0.2 -0.1 -1.4
C 5.86487 18.23998 15.45111 1.3 -0.4 1.9
C 5.07422 18.03504 16.69692 0.2 0.1 0.2
C 5.25644 18.43824 14.25689 -0.1 0.6 -3.6
C 5.95692 18.64811 13.03654 -2.5 -0.6 2.5
H 10.16570 18.84799 10.90074 -0.5 0.4 0.6
H 10.17842 18.10345 12.42004 0.0 -0.6 0.7
H 9.94176 19.86324 12.37742 -0.2 -0.5 -0.3
H 7.93569 17.79463 11.12142 0.2 0.7 0.5
H 7.70434 20.89606 11.35984 -0.4 -0.4 0.2
H 6.64874 19.65482 10.40911 1.6 1.0 0.3
H 8.45469 20.08269 10.04855 -0.8 -0.4 0.0
H 9.06447 18.66242 14.24535 -0.1 -0.4 0.5
H 7.83569 17.90199 16.32505 0.4 0.3 0.9
H 5.55028 18.42503 17.59301 0.4 0.2 -0.1
H 5.03774 16.94521 16.92165 -0.5 0.4 -0.4
H 4.10602 18.55099 16.64062 0.0 -0.8 -0.1
H 4.19557 18.43503 14.24654 -0.8 0.1 -0.2
H 5.37798 18.85478 12.15712 0.0 -0.1 -0.4
Br 12.59556 14.46880 16.91694 -0.3 0.4 -0.7
C 11.83250 12.92363 17.65345 1.7 -1.4 2.4
C 12.56390 12.46640 18.77744 -2.0 -0.5 -1.2
C 12.07860 11.33271 19.48648 -0.3 -0.6 -1.8
C 11.07760 10.52838 18.89784 1.7 1.3 1.5
C 10.39538 10.90023 17.74486 1.2 2.0 0.3
C 9.31953 10.15596 17.28613 -0.2 -0.4 -0.7
C 8.50916 10.73556 16.36343 -1.3 -0.1 -0.8
C 8.83017 11.97728 15.73369 1.4 0.1 0.4
C 9.99313 12.64216 16.08100 -2.4 -1.3 -0.5
C 10.73528 12.20801 17.15411 0.9 -0.3 0.6
H 13.47476 12.98622 18.98152 0.3 0.1 0.7
H 12.56430 10.96807 20.37781 0.1 0.2 0.1
H 10.79739 9.64744 19.43779 -0.2 -0.5 0.0
H 9.23387 9.10816 17.60833 -0.4 0.7 0.1
H 7.56621 10.23866 16.08841 0.6 0.2 -0.2
H 8.31965 12.32323 14.87096 -0.9 0.0 -0.5
O 12.62842 13.87612 13.30583 -0.4 -0.2 -0.9
P 12.94519 13.09324 12.04583 1.6 0.5 0.6
C 11.57781 12.87489 10.92469 -1.1 -0.4 -0.8
P 10.03898 12.18343 11.50896 -0.6 -0.4 -0.8
O 9.52352 12.91358 12.69652 0.0 0.4 1.5
C 8.75135 12.25954 10.24237 0.5 1.3 0.3
C 8.99139 12.13411 8.89287 -1.7 -0.7 -1.4
C 7.90506 12.14181 7.95014 2.6 0.3 1.4
C 6.66754 12.40289 8.42745 -1.7 1.1 -0.1
C 6.42635 12.61119 9.78558 -0.2 0.2 1.3
C 7.48211 12.61469 10.71668 -0.8 -0.9 -1.8
C 10.30647 10.44461 11.64361 1.2 -2.2 1.7
C 10.41999 9.77950 12.93629 -0.7 1.2 -2.5
C 10.60322 8.41238 12.98037 0.3 -0.5 1.1
C 10.78050 7.65993 11.81080 -0.3 1.3 -0.4
C 10.61289 8.29178 10.55514 0.8 -0.9 -0.1
C 10.49801 9.67613 10.47352 -1.1 0.4 0.4
C 13.69300 11.49660 12.44318 -0.5 -1.2 -1.3
C 14.02900 11.18374 13.74522 -0.2 -1.1 0.5
C 14.60153 9.93201 14.04417 1.4 0.4 -0.3
C 14.88694 9.02885 13.01697 0.1 -0.5 0.3
C 14.47659 9.27633 11.70934 -0.6 1.4 0.2
C 13.89586 10.50702 11.41240 -0.5 0.7 0.4
C 14.16409 13.85963 10.90916 0.1 0.3 -0.2
C 14.70771 15.11826 11.20329 0.9 -1.0 -0.6
C 15.81510 15.56842 10.46091 -0.9 -0.9 -0.5
C 16.32001 14.81494 9.36430 0.4 3.1 1.4
C 15.67752 13.67314 9.03436 0.6 -1.5 -1.0
C 14.63272 13.16991 9.77207 -1.5 -0.5 1.0
H 11.82014 12.31340 10.03317 0.6 -0.6 -0.1
H 11.31828 13.80728 10.46528 0.0 1.1 0.1
H 9.97494 11.97936 8.51097 0.6 -0.1 -0.2
H 8.12454 12.04684 6.90616 0.0 0.0 -0.4
H 5.87574 12.68503 7.72307 0.1 -0.8 0.3
H 5.38462 12.77559 10.13814 0.9 0.1 -0.4
H 7.34506 12.83366 11.75071 -0.2 0.0 0.5
H 10.30217 10.39222 13.81370 0.0 -0.1 0.3
H 10.60144 7.93687 13.99819 0.3 0.3 -1.2
H 11.12384 6.64274 11.88311 -0.5 -0.4 -0.1
H 10.63021 7.68372 9.61398 0.2 0.7 1.0
H 10.41268 10.17035 9.49368 0.1 -0.5 0.5
H 13.77539 11.81283 14.58492 0.2 0.5 -0.1
H 15.08197 9.80256 15.03242 -0.8 -0.2 -0.5
H 15.43638 8.08678 13.18702 -0.4 0.6 0.3
H 14.58750 8.55545 10.92939 0.2 -0.4 -0.3
H 13.54448 10.73057 10.38230 0.3 -0.5 1.0
H 14.32313 15.64009 12.05738 0.1 0.4 0.3
H 16.20538 16.51498 10.73838 0.6 0.6 0.0
H 17.17528 15.23018 8.76799 -0.9 -0.7 0.7
H 16.15800 13.13488 8.22999 -0.6 -0.4 -0.3
H 14.09634 12.22885 9.52956 1.0 0.8 -0.2
```
Forces are in eV/Å.

The largest force on an atom is 3.66 eV/A. The calculation puts the HOMO-LUMO gap (spin up / spin down) at 5.43 / 2.97 eV. For the HOMO energy (spin up / spin down), the calculation gives -12.344 / -12.424 eV. As for the total charge: +2.

Mulliken population analysis, charges in e, atoms 1 to 5: number 1, Tl, carries 0.85; number 2, C, carries -1.81; number 3, C, carries 0.94; number 4, C, carries -1.28; number 5, C, carries 0.51

=====

# 2
The following is a DFT calculation (ωB97M-V/def2-TZVPD) of a cluster of 7 separate species, C27H45N3O12 in total.

XYZ file:
```
87
Properties=species:S:1:pos:R:3:forces:R:3
C -2.62777 0.10476 2.17205 1.0 0.1 0.9
C -2.68177 -1.11524 1.28505 -1.6 1.6 2.3
C -3.91377 -1.11424 0.44005 -1.1 -1.5 0.8
O -3.47177 -1.61624 -0.80595 1.0 0.4 0.0
C -2.11677 -1.49424 -0.78195 1.4 -0.5 -4.4
O -1.41177 -1.59824 -1.77995 -1.4 -0.1 1.8
O -1.61177 -1.22124 0.39805 0.3 0.0 0.6
H -2.61977 1.03076 1.63305 0.3 0.4 -0.4
H -1.77977 0.01576 2.85605 0.3 0.2 -0.4
H -3.43577 0.22376 2.88405 -0.7 -0.6 -0.3
H -2.78877 -1.92024 1.97305 0.8 -1.3 0.2
H -4.40977 -0.17324 0.39205 -0.2 0.9 -0.5
H -4.59977 -1.82724 0.91905 -0.2 0.2 -0.6
C 4.26923 -3.63424 -2.11195 -0.1 -0.5 -0.5
C 2.91323 -3.76924 -2.88195 0.6 -0.1 1.9
C 1.98123 -2.58524 -2.75995 0.1 0.9 1.9
O 1.57223 -2.43024 -4.06395 -2.1 1.5 -1.6
C 2.24723 -3.20024 -4.90295 -1.5 2.4 -5.2
O 2.17123 -3.17124 -6.13095 -0.5 0.1 2.4
O 3.09123 -3.88324 -4.28295 3.4 -3.2 2.1
H 4.06423 -3.42824 -1.04895 -0.1 -0.7 -0.2
H 4.87323 -2.74624 -2.36595 -0.5 -0.3 -0.6
H 4.90923 -4.55324 -2.27795 -0.8 1.0 0.5
H 2.29123 -4.58824 -2.54495 0.6 -1.0 0.1
H 2.60023 -1.74024 -2.43595 -0.5 0.3 -0.1
H 1.04823 -2.64324 -2.10395 1.4 -0.3 -0.7
C 2.04023 -4.62024 1.01405 0.3 -0.4 0.1
C 0.64423 -4.42524 1.61005 0.2 -0.3 0.8
C 0.28423 -5.19124 2.89105 1.2 0.0 0.3
O -0.47677 -4.28324 3.69805 0.0 0.3 -0.8
C -0.21077 -3.04024 3.22505 -1.1 0.8 1.2
O -0.60477 -2.02224 3.73505 0.3 -0.8 -0.3
O 0.51123 -3.08524 2.12405 0.6 0.4 -1.3
H 2.12923 -4.09324 0.04305 -0.1 -0.3 0.6
H 2.35423 -5.68224 0.89405 -0.8 0.5 -0.2
H 2.81823 -4.26724 1.69305 -0.2 0.5 0.1
H -0.11677 -4.61124 0.85805 -0.2 0.3 -0.2
H 1.19123 -5.39524 3.47205 -0.1 -0.3 -0.2
H -0.26777 -6.08424 2.68605 -0.4 -0.5 0.1
C 0.39523 5.60176 2.12805 -0.9 0.2 -0.7
O -0.25577 4.36976 2.53505 -0.9 -0.7 1.1
C -1.20877 4.38576 3.45905 -3.0 5.6 4.6
O -1.56177 5.54176 4.22405 2.2 -7.2 -4.9
O -1.86777 3.18376 3.59405 3.0 1.2 -1.8
C -3.02777 3.06276 4.38605 -0.1 0.4 1.1
H -0.40477 6.29276 1.76005 1.0 -0.4 0.4
H 1.07823 5.29176 1.35005 -0.3 -0.2 -0.6
H 1.06023 6.04076 2.84805 -0.4 0.2 1.0
H -3.50277 2.07976 4.28105 0.8 0.1 -0.3
H -3.71177 3.76976 3.97105 -0.8 0.7 0.5
H -2.74477 3.22176 5.44205 -0.5 0.2 -0.5
C -2.52577 2.14076 -1.04595 0.9 -0.3 0.6
C -2.23177 3.22776 -0.00795 -0.8 0.9 -0.6
C -3.52977 4.01676 0.27705 0.2 1.3 1.2
C -4.49277 3.12676 0.97605 -2.0 -1.7 1.3
N -5.23677 2.39876 1.53205 2.3 2.1 -1.7
H -3.13477 2.57076 -1.86595 0.5 -0.4 0.3
H -3.07377 1.33476 -0.56095 -0.2 -0.1 -0.3
H -1.55977 1.71976 -1.41095 -0.9 0.3 -0.1
H -1.46977 3.86876 -0.44695 -0.1 0.4 0.1
H -1.87577 2.98876 0.99105 0.3 -0.9 -0.3
H -4.01877 4.42476 -0.63395 0.4 -0.2 0.6
H -3.27877 4.88676 1.01505 -0.7 -1.3 -1.4
C 2.13323 -0.39524 0.23205 -1.7 0.1 -0.9
C 1.17823 0.12576 1.32905 2.7 -0.7 1.0
C 0.36523 1.31576 0.93605 -0.6 -0.1 0.3
C 1.13523 2.31276 0.22105 0.4 0.6 0.1
N 1.77323 3.04376 -0.39695 -0.2 0.0 0.1
H 2.80023 0.40376 -0.14295 -0.4 -0.5 0.0
H 1.52523 -0.87024 -0.55795 0.1 0.8 -0.3
H 2.71123 -1.24024 0.51705 0.8 -0.5 1.0
H 1.90523 0.42076 2.09305 -0.3 0.3 0.4
H 0.59423 -0.65624 1.81405 -0.2 0.1 -0.5
H -0.20577 1.70876 1.79605 0.4 0.1 -0.5
H -0.32577 0.95676 0.20805 -1.0 -0.2 -0.5
C 0.86023 0.76676 -3.41895 -1.7 2.3 -0.6
C 1.80023 1.80876 -4.07295 -0.5 0.1 0.9
C 3.11223 1.16976 -4.56295 0.3 1.0 0.2
C 3.85323 0.42176 -3.50995 0.9 -1.1 1.6
N 4.41823 -0.15524 -2.65595 -1.5 1.5 -2.3
H -0.04677 1.43876 -3.14995 1.2 -1.5 0.0
H 1.30723 0.35776 -2.52695 0.0 -0.2 0.3
H 0.48723 -0.00624 -4.08695 0.2 -0.1 0.0
H 2.01323 2.49876 -3.22195 0.1 -0.1 -0.9
H 1.24523 2.39976 -4.87995 1.1 -0.9 0.9
H 3.77723 1.94676 -4.95895 0.1 -0.1 0.3
H 2.90423 0.55876 -5.41595 -0.1 -0.9 -0.3
```
Forces are in eV/Å.

The largest force on an atom is 8.97 eV/A. The calculation puts the HOMO-LUMO gap at 10.63 eV. For the HOMO energy, the calculation gives -10.384 eV. As for the SMILES: C[C@H]1COC(=O)O1.C[C@H]1COC(=O)O1.C[C@H]1COC(=O)O1.COC(=O)OC.CCCC#N.CCCC#N.CCCC#N.

Mulliken population analysis, charges in e, atoms 1 to 5: number 1, C, carries -1.00; number 2, C, carries 0.34; number 3, C, carries -0.62; number 4, O, carries -0.36; number 5, C, carries -0.01

=====

# 3
The following is a DFT calculation (ωB97M-V/def2-TZVPD) of a cluster of 2 separate species, C4H13NOS in total.

XYZ file:
```
20
Properties=species:S:1:pos:R:3:forces:R:3
C -0.17098 1.49979 0.35829 0.4 -0.2 -0.2
C -1.39799 1.70747 -0.55749 0.1 -1.6 1.7
S -1.21769 2.56901 -2.08726 0.0 0.7 -0.6
C 0.66890 0.23001 -0.03589 -1.0 1.5 -0.6
N 0.23707 -1.01388 0.55469 -0.5 -0.1 0.5
C -0.91066 -1.71660 -0.01343 -0.3 0.1 -1.4
H 0.45343 2.39620 0.38551 0.0 0.0 -0.1
H -0.51390 1.33659 1.38500 -0.1 0.1 0.0
H -2.21143 2.16639 0.00701 0.1 0.5 -0.2
H -1.76209 0.68536 -0.67855 -0.2 0.1 -0.6
H -0.06376 2.05900 -2.53954 0.0 -0.2 0.2
H 0.57227 0.13546 -1.12332 0.2 -0.2 0.0
H 1.72330 0.43697 0.14013 0.1 -0.3 0.3
H 0.04358 -0.91647 1.54408 0.3 0.3 0.1
H -1.93308 -1.46881 0.31021 0.4 -0.1 1.0
H -0.70369 -2.78307 0.03789 -0.4 -0.1 0.1
H -1.06395 -1.46460 -1.07062 0.8 -0.2 -0.1
H 3.53090 -1.89859 1.35045 0.9 1.0 0.5
H 1.98380 -1.68281 0.99001 -0.2 0.4 -0.1
O 2.73597 -2.27742 1.04281 -0.7 -1.7 -0.5
```
Forces are in eV/Å.

The largest force on an atom is 2.31 eV/A. The calculation puts the HOMO-LUMO gap at 10.03 eV. For the HOMO energy, the calculation gives -9.191 eV. As for the SMILES: CNCCCS.O.

Mulliken population analysis, charges in e, atoms 1 to 5: number 1, C, carries -0.56; number 2, C, carries -0.51; number 3, S, carries -0.20; number 4, C, carries -0.62; number 5, N, carries -0.33

=====

Relative energy (zero: lowest compared OMol25 entry of this formula, charge and spin) (eV)
1.530 0.562 1.121